Molecular formula: C26H38AsN6O8S2Zn
Method: DFT, ωB97M-V with the def2-TZVPD basis set

ORCA input file:
```
! wB97M-V def2-TZVPD RIJCOSX def2/J DEFGRID3
* xyz 1 1
Zn -0.088 -0.066 0.622
N 0.161 -0.761 2.970
N -0.963 -0.546 3.762
C -1.920 0.316 3.382
N -2.914 0.520 4.260
S -1.851 1.189 1.950
H 0.528 -1.684 3.159
H 0.889 -0.077 3.158
H -0.987 -0.934 4.693
H -3.086 -0.154 4.990
H -3.725 0.986 3.890
O 1.195 -1.860 0.071
C 2.200 -1.246 -0.759
C 2.605 0.091 -0.049
O 3.606 0.699 -0.394
O 1.799 0.477 0.890
C 3.328 -2.251 -0.997
C 4.647 -1.872 -1.222
C 5.611 -2.837 -1.481
C 5.270 -4.179 -1.525
C 3.954 -4.560 -1.315
C 2.987 -3.603 -1.055
C 1.560 -0.946 -2.113
C 0.382 -1.579 -2.491
C -0.162 -1.355 -3.747
C 0.462 -0.497 -4.637
C 1.648 0.123 -4.268
C 2.200 -0.106 -3.018
H 1.694 -2.272 0.787
H 4.921 -0.829 -1.179
H 6.636 -2.536 -1.649
H 6.021 -4.927 -1.741
H 3.673 -5.605 -1.355
H 1.959 -3.911 -0.915
H -0.102 -2.269 -1.812
H -1.071 -1.868 -4.039
H 0.039 -0.324 -5.619
H 2.156 0.776 -4.967
H 3.137 0.355 -2.740
C -7.913 -0.645 1.802
C -7.480 -2.022 2.287
S -5.775 -2.345 1.815
O -5.397 -3.652 2.277
O -4.963 -1.225 2.243
C -5.794 -2.341 -0.006
C -4.625 -3.122 -0.644
N -3.281 -2.817 -0.130
C -2.665 -1.617 -0.223
N -1.526 -1.618 0.451
C -1.401 -2.843 1.025
C -2.469 -3.607 0.674
N -2.661 -4.985 1.030
O -1.995 -5.380 1.963
O -3.410 -5.666 0.354
C -3.168 -0.460 -1.002
H -8.841 -0.340 2.281
H -8.071 -0.636 0.724
H -7.142 0.085 2.048
H -8.076 -2.836 1.876
H -7.474 -2.097 3.375
H -5.787 -1.291 -0.295
H -6.735 -2.807 -0.298
H -4.619 -2.901 -1.711
H -4.780 -4.186 -0.513
H -0.549 -3.134 1.612
H -3.748 -0.781 -1.866
H -2.317 0.138 -1.327
H -3.789 0.176 -0.366
C 0.637 3.600 0.939
As 0.280 2.842 -0.801
C -1.134 3.911 -1.575
C 1.788 3.286 -1.919
O -0.315 1.278 -0.836
H 0.930 4.639 0.792
H 1.456 3.050 1.394
H -0.254 3.546 1.559
H -0.847 4.962 -1.590
H -2.048 3.785 -0.997
H -1.305 3.568 -2.594
H 1.865 4.374 -1.912
H 1.605 2.936 -2.931
H 2.699 2.848 -1.522
*
```

Electronic energy, eV: -183820.828
Kohn-Sham gap, hartree: 0.298
Lowest unoccupied orbital energy, eV: -2.687
Energy relative to the best compared isomer or geometry (same formula, charge and spin), kcal per mole: 16.5
Maximum force, eV/Å: 1.03

Molecular formula: C7H10N2O6
Method: DFT, ωB97M-V with the def2-TZVPD basis set

ORCA input file:
```
! wB97M-V def2-TZVPD RIJCOSX def2/J DEFGRID3
* xyz 0 1
C 1.548 0.502 0.881
C 1.962 1.456 -1.258
C -1.169 -1.857 1.107
C -1.472 -0.355 1.247
C 0.256 -2.130 0.445
C 0.320 -0.024 -0.471
C -1.104 0.405 -0.007
N 2.367 1.235 0.129
N 0.888 0.752 -1.484
O 1.482 0.232 2.033
O 2.585 2.177 -2.013
O 0.556 -1.395 -0.699
O -2.123 0.225 -0.868
O -0.979 1.824 0.324
O 0.203 0.947 -2.683
H -1.259 -2.442 2.094
H -1.873 -2.444 0.458
H -2.563 -0.090 1.468
H -0.945 0.072 2.178
H 0.867 -2.122 1.307
H 0.348 -3.103 0.060
H 3.078 1.823 0.602
H -1.928 0.533 -1.740
H -1.723 2.262 0.134
H 0.677 1.517 -3.244
*
```

Electronic energy, eV: -22683.737
Kohn-Sham gap, hartree: 0.359
Lowest unoccupied orbital energy, eV: 0.479
Energy relative to the best compared isomer or geometry (same formula, charge and spin), kcal per mole: 0.0
Maximum force, eV/Å: 6.21

Molecular formula: C39H36BrCl2CsF3GeN5O4S
Method: DFT, ωB97M-V with the def2-TZVPD basis set

ORCA input file:
```
! wB97M-V def2-TZVPD RIJCOSX def2/J DEFGRID3
* xyz -2 1
Cs 0.503 -1.608 -0.143
Cl 4.323 1.238 -6.448
C 2.928 0.937 -5.434
C 3.097 0.239 -4.247
C 2.035 -0.028 -3.388
N 2.234 -0.771 -2.215
C 2.938 -0.316 -1.227
O 3.115 -0.967 -0.151
C 3.527 1.085 -1.219
C 4.910 1.248 -1.138
C 5.433 2.523 -1.072
C 4.562 3.606 -1.069
C 3.203 3.348 -1.131
N 2.684 2.120 -1.207
C 0.714 0.368 -3.747
C 0.573 1.073 -4.957
C 1.658 1.363 -5.777
Cl 1.373 2.259 -7.256
N -0.309 0.081 -2.848
C -1.571 0.138 -3.256
O -2.037 0.360 -4.400
C -2.623 -0.122 -2.176
C -3.966 0.015 -2.545
C -4.956 -0.245 -1.613
C -4.587 -0.659 -0.340
C -3.238 -0.763 -0.058
N -2.273 -0.476 -0.935
H 4.086 -0.103 -3.972
H 5.545 0.368 -1.113
H 6.504 2.679 -1.010
H 4.925 4.624 -1.011
H 2.488 4.166 -1.124
H -0.412 1.392 -5.258
H -4.181 0.310 -3.563
H -6.002 -0.146 -1.880
H -5.323 -0.925 0.409
H -2.913 -1.146 0.906
F -5.008 -6.883 -0.715
C -4.353 -6.030 0.137
F -3.794 -6.823 1.066
F -5.327 -5.339 0.755
C -3.370 -5.176 -0.605
C -3.300 -5.302 -1.986
C -2.414 -4.530 -2.719
C -1.607 -3.659 -2.005
N -1.648 -3.516 -0.690
C -2.531 -4.225 0.068
S -2.577 -3.915 1.748
H -3.947 -6.005 -2.490
H -2.356 -4.594 -3.799
H -0.891 -3.022 -2.529
Br 5.930 3.690 2.378
C 5.528 1.829 2.338
C 6.575 0.926 2.395
C 6.281 -0.436 2.376
C 4.967 -0.868 2.314
C 3.931 0.054 2.251
C 4.208 1.415 2.252
C 2.513 -0.458 2.197
O 2.228 -1.606 2.430
O 1.584 0.488 1.966
H 7.597 1.278 2.444
H 7.092 -1.154 2.398
H 4.712 -1.920 2.283
H 3.403 2.133 2.159
C -4.193 0.076 3.663
C -2.788 0.293 4.215
C -1.791 -0.727 3.686
C -0.358 -0.480 4.163
Ge 0.528 1.045 3.348
C -0.410 2.491 2.456
C -1.290 2.117 1.256
C -1.921 3.360 0.633
C -2.792 3.046 -0.580
H -4.893 0.822 4.047
H -4.564 -0.917 3.930
H -4.194 0.144 2.570
H -2.807 0.235 5.310
H -2.449 1.305 3.966
H -1.823 -0.744 2.594
H -2.103 -1.730 3.991
H 0.280 -1.332 3.926
H -0.326 -0.337 5.247
H 1.546 1.682 4.328
H 0.397 3.150 2.123
H -0.974 3.051 3.207
H -2.088 1.430 1.558
H -0.699 1.596 0.498
H -1.122 4.051 0.341
H -2.516 3.874 1.399
H -2.204 2.557 -1.354
H -3.226 3.953 -1.007
H -3.612 2.368 -0.312
*
```

Electronic energy, eV: -227812.754
Kohn-Sham gap, hartree: 0.200
Lowest unoccupied orbital energy, eV: 3.365
Energy relative to the best compared isomer or geometry (same formula, charge and spin), kcal per mole: 18.1
Maximum force, eV/Å: 1.28

Molecular formula: C6H28NO9
Method: DFT, ωB97M-V with the def2-TZVPD basis set

ORCA input file:
```
! wB97M-V def2-TZVPD RIJCOSX def2/J DEFGRID3
* xyz 1 1
O 1.776 -2.730 -0.332
C 1.145 -1.788 0.072
C 1.538 -0.383 -0.370
C 0.438 0.453 -1.021
C -0.725 0.676 -0.094
C -0.942 1.811 0.556
C -2.095 2.032 1.479
N 2.675 -0.522 -1.329
H 0.347 -1.830 0.817
H 1.936 0.148 0.488
H 0.883 1.400 -1.336
H 0.093 -0.047 -1.931
H -1.408 -0.157 0.033
H -0.249 2.644 0.475
H -2.760 1.168 1.523
H -1.772 2.232 2.502
H -2.714 2.872 1.154
H 3.225 0.360 -1.310
H 3.279 -1.317 -1.101
H 2.329 -0.716 -2.270
H -2.205 -1.794 -4.206
H -1.851 -0.429 -3.494
O -1.591 -1.367 -3.603
H -1.838 -0.616 3.682
H -1.657 -1.455 2.411
O -1.162 -1.079 3.175
H 1.843 -0.647 3.550
H 0.438 -0.519 2.899
O 1.390 -0.283 2.782
H -1.990 -2.268 0.233
H -3.019 -2.944 1.219
O -2.540 -2.133 1.033
H 4.210 2.606 -0.560
H 3.188 1.999 0.455
O 3.655 1.836 -0.394
H -1.253 -2.115 -2.073
H -0.703 -3.458 -1.388
O -0.983 -2.551 -1.236
H -2.651 1.822 -3.803
H -2.431 1.540 -2.303
O -2.140 1.287 -3.186
H 1.964 1.294 2.326
H 1.921 2.846 2.443
O 2.406 2.124 2.034
*
```

Electronic energy, eV: -26589.586
Kohn-Sham gap, hartree: 0.382
Lowest unoccupied orbital energy, eV: -2.243
Energy relative to the best compared isomer or geometry (same formula, charge and spin), kcal per mole: 0.0
Maximum force, eV/Å: 0.73

Molecular formula: C2H8O16V3
Method: DFT, ωB97M-V with the def2-TZVPD basis set

ORCA input file:
```
! wB97M-V def2-TZVPD RIJCOSX def2/J DEFGRID3
* xyz -1 1
O 6.201 0.902 27.897
V 6.464 0.979 29.472
O 7.915 1.546 29.651
O 2.539 -1.961 31.569
V 4.103 -1.919 31.154
O 4.380 -2.693 29.781
O 6.157 0.624 34.852
V 6.511 -0.166 33.515
O 8.096 -0.019 33.272
C 5.911 -2.653 32.896
O 6.228 -1.837 31.942
O 6.279 -2.320 34.088
O 4.822 -3.323 32.663
C 4.785 0.653 31.631
O 4.219 0.095 32.592
O 5.995 1.082 31.688
O 4.517 0.210 30.411
O 1.582 1.527 31.861
H 2.311 0.913 31.981
H 1.436 1.527 30.907
O 2.078 0.744 29.140
H 2.925 0.670 29.612
H 2.148 0.100 28.431
O 5.662 3.105 29.681
H 6.050 3.981 29.618
H 4.706 3.217 29.714
O 3.313 -1.250 35.090
H 3.300 -0.705 34.297
H 3.008 -0.659 35.783
*
```

Electronic energy, eV: -112033.281
Kohn-Sham gap, hartree: 0.274
Lowest unoccupied orbital energy, eV: 0.365
Energy relative to the best compared isomer or geometry (same formula, charge and spin), kcal per mole: 0.0
Maximum force, eV/Å: 4.68

Molecular formula: C27H38AlBr2Cl2FLiN4O9P2S
Method: DFT, ωB97M-V with the def2-TZVPD basis set

ORCA input file:
```
! wB97M-V def2-TZVPD RIJCOSX def2/J DEFGRID3
* xyz -1 1
C -0.151 1.907 1.341
C -0.198 2.119 0.184
C -0.645 2.466 -1.162
C -1.184 1.303 -2.028
C -1.789 0.022 -1.385
C -3.014 0.148 -0.417
S -3.643 -1.483 -0.258
P -4.410 1.110 -1.125
N -5.002 0.418 -2.369
O -3.942 2.627 -1.461
O -5.508 1.214 0.058
H -0.188 1.778 2.388
H -1.328 3.323 -1.140
H 0.298 2.835 -1.695
H -0.316 0.951 -2.601
H -1.910 1.659 -2.770
H -2.055 -0.698 -2.163
H -0.989 -0.451 -0.797
H -2.572 -2.311 -0.215
H -4.963 1.040 -3.171
H -3.864 3.148 -0.647
H -5.085 1.703 0.785
F 0.538 2.530 -3.910
C 0.868 3.498 -4.758
C -0.013 4.540 -4.981
C 0.341 5.544 -5.871
C 1.561 5.490 -6.533
C 2.432 4.434 -6.299
C 2.086 3.434 -5.400
H -0.961 4.559 -4.461
H -0.336 6.369 -6.048
H 1.833 6.274 -7.230
H 3.383 4.390 -6.817
H 2.753 2.608 -5.194
C 0.350 0.126 -6.336
N 0.857 0.917 -7.491
O 1.498 0.315 -8.398
O 0.631 2.080 -7.503
H 0.635 -0.912 -6.472
H 0.802 0.543 -5.435
H -0.731 0.233 -6.317
C 0.725 -2.642 1.434
N 0.354 -3.088 2.755
C -0.916 -2.860 3.190
C -1.303 -3.295 4.425
C -0.399 -3.997 5.262
C 0.915 -4.194 4.772
C 1.266 -3.738 3.541
C -0.783 -4.513 6.542
C -0.640 -5.896 6.852
C -0.964 -6.366 8.083
N -1.431 -5.524 9.056
C -1.606 -4.185 8.784
C -1.300 -3.675 7.567
C -1.733 -6.023 10.393
H 0.547 -1.566 1.358
H 0.124 -3.189 0.698
H 1.795 -2.857 1.281
H -1.626 -2.284 2.463
H -2.322 -3.110 4.739
H 1.660 -4.701 5.371
H 2.268 -3.874 3.145
H -0.275 -6.594 6.111
H -0.860 -7.411 8.338
H -1.982 -3.567 9.587
H -1.433 -2.615 7.399
H -2.772 -5.789 10.629
H -1.061 -5.538 11.103
H -1.584 -7.098 10.423
Cl 2.308 2.577 -1.698
Li 3.421 0.485 -8.723
O -6.511 -2.294 -1.608
H -5.981 -1.498 -1.697
Al 2.925 -4.049 0.194
Br 4.866 0.524 -2.474
C 6.528 1.319 -3.084
C 6.320 2.739 -3.536
Br 5.462 2.808 -5.281
H 6.919 0.674 -3.867
H 7.199 1.293 -2.227
H 7.277 3.242 -3.664
H 5.693 3.321 -2.862
Cl -1.929 -0.665 2.100
O 1.605 4.984 0.604
P 0.954 5.585 1.849
O 1.524 6.972 2.140
O 1.233 4.676 3.042
O -0.547 5.696 1.591
*
```

Electronic energy, eV: -257046.693
Kohn-Sham gap, hartree: 0.056
Lowest unoccupied orbital energy, eV: -1.463
Energy relative to the best compared isomer or geometry (same formula, charge and spin), kcal per mole: 0.0
Maximum force, eV/Å: 4.41

Molecular formula: GdH3O
Method: DFT, ωB97M-V with the def2-TZVPD basis set

ORCA input file:
```
! wB97M-V def2-TZVPD RIJCOSX def2/J DEFGRID3
* xyz 2 8
Gd -1.405 -0.011 -0.230
O 0.761 -0.344 0.347
H 1.262 -1.156 0.210
H 1.341 0.457 -0.011
H -0.374 1.649 -0.633
*
```

Electronic energy, eV: -22905.650
Kohn-Sham gap (alpha / beta), hartree: 0.320 / 0.333
Expectation value of S²: 15.76
Lowest unoccupied orbital energy (alpha / beta), eV: -12.133 / -11.706
Energy relative to the best compared isomer or geometry (same formula, charge and spin), kcal per mole: 99.9
Maximum force, eV/Å: 2.60

Molecular formula: C30H42N2O2P2Pt
Method: DFT, ωB97M-V with the def2-TZVPD basis set

ORCA input file:
```
! wB97M-V def2-TZVPD RIJCOSX def2/J DEFGRID3
* xyz 0 3
P 1.133 2.271 -0.492
P -1.534 0.269 -0.260
C -0.410 2.634 -1.377
C -1.671 1.986 -0.837
H -0.276 2.437 -2.449
H -0.499 3.712 -1.273
H -2.102 2.579 -0.019
H -2.421 1.936 -1.624
C -1.841 -0.825 -1.664
H -1.874 -1.856 -1.286
H -1.023 -0.742 -2.393
H -2.797 -0.582 -2.150
C -2.825 0.051 0.977
H -3.679 0.713 0.786
H -2.394 0.255 1.963
H -3.147 -0.996 0.962
C 2.455 2.345 -1.720
H 3.376 1.949 -1.277
H 2.632 3.374 -2.058
H 2.183 1.725 -2.582
C 1.420 3.553 0.756
H 0.717 3.423 1.588
H 1.306 4.562 0.339
H 2.441 3.444 1.145
Pt 0.633 0.276 0.341
C -3.818 3.998 -1.423
C -3.716 3.338 -2.597
C -3.502 4.029 -3.910
C -2.492 5.213 -3.895
C -1.348 5.075 -2.935
C -1.336 5.579 -1.687
C -2.539 6.219 -1.059
C -3.892 5.492 -1.305
C 2.626 0.309 1.011
H -3.996 3.463 -0.486
H -3.978 2.275 -2.679
H -4.476 4.401 -4.282
H -3.153 3.294 -4.652
H -2.053 5.262 -4.906
H -3.038 6.157 -3.740
H -0.454 4.616 -3.374
H -0.397 5.712 -1.130
H -2.626 7.257 -1.432
H -2.387 6.294 0.029
H -4.529 5.707 -0.430
H -4.393 5.939 -2.178
H 2.567 -0.090 2.029
H 3.108 1.293 1.010
H 3.154 -0.397 0.360
O -1.217 -1.828 2.390
C -0.273 -2.336 1.803
N 0.045 -3.711 1.851
C 1.434 -3.923 1.532
C 1.657 -2.660 0.658
O 2.546 -2.549 -0.190
N 0.679 -1.743 0.969
C 2.238 -3.902 2.848
C 3.330 -3.054 3.016
C 3.998 -3.017 4.249
C 3.589 -3.841 5.299
C 2.523 -4.731 5.110
C 1.861 -4.776 3.879
C 1.626 -5.232 0.779
C 2.649 -6.139 1.082
C 2.727 -7.365 0.409
C 1.801 -7.677 -0.589
C 0.789 -6.759 -0.904
C 0.708 -5.540 -0.219
H -0.445 -4.249 2.553
H 3.672 -2.439 2.181
H 4.838 -2.333 4.369
H 4.102 -3.804 6.263
H 2.199 -5.395 5.913
H 1.056 -5.501 3.726
H 3.383 -5.903 1.859
H 3.517 -8.067 0.673
H 1.865 -8.633 -1.117
H 0.063 -6.985 -1.681
H -0.095 -4.835 -0.449
*
```

Electronic energy, eV: -60686.130
Kohn-Sham gap (alpha / beta), hartree: 0.091 / 0.148
Expectation value of S²: 2.02
Lowest unoccupied orbital energy (alpha / beta), eV: 0.145 / -3.768
Maximum force, eV/Å: 3.10

What is the formula in the seventh record? GdH3O

Please write out number 7 again, unchanged.
Molecular formula: GdH3O
Method: DFT, ωB97M-V with the def2-TZVPD basis set

ORCA input file:
```
! wB97M-V def2-TZVPD RIJCOSX def2/J DEFGRID3
* xyz 2 8
Gd -1.405 -0.011 -0.230
O 0.761 -0.344 0.347
H 1.262 -1.156 0.210
H 1.341 0.457 -0.011
H -0.374 1.649 -0.633
*
```

Electronic energy, eV: -22905.650
Kohn-Sham gap (alpha / beta), hartree: 0.320 / 0.333
Expectation value of S²: 15.76
Lowest unoccupied orbital energy (alpha / beta), eV: -12.133 / -11.706
Energy relative to the best compared isomer or geometry (same formula, charge and spin), kcal per mole: 99.9
Maximum force, eV/Å: 2.60

What is the formula in the fourth record? C6H28NO9

Look up the electronic energy of the seventh one. -22905.650 eV